one.
Density functional theory data (ωB97M-V with the def2-TZVPD basis set) for the ion C4H12N4 with charge +2.

Computed properties:
* HOMO-LUMO gap (alpha / beta): 8.25 / 8.25 eV

The geometry in ORCA input format:
```
! wB97M-V def2-TZVPD RIJCOSX def2/J DEFGRID3
* xyz 2 1
C 0.8313 -0.6031 -0.4657
C -2.9580 -0.7086 0.2922
C 3.2370 -0.6000 -0.1750
C -2.6520 0.6381 -0.2025
N -0.4700 -0.2024 -0.1734
N 1.9186 -0.0734 -0.0477
N 1.8931 1.0751 0.6007
N -1.1196 0.7492 -0.5897
H 0.9186 -1.6255 -0.4313
H -2.6485 -0.8108 1.3647
H -4.0429 -1.1080 0.2709
H -2.3671 -1.3801 -0.2647
H 3.1842 -1.6978 -0.4190
H 3.6278 -0.0919 -1.0012
H 3.8030 -0.3499 0.6762
H -2.7778 1.4453 0.4779
H -3.3526 1.0809 -0.9426
H 1.1159 1.5379 1.0311
H 2.7447 1.2400 1.1735
H -0.8859 1.4849 -1.1747
*
```


two.
Density functional theory data (ωB97M-V with the def2-TZVPD basis set) for the ion C4H12N4 with charge +2.

Computed properties:
* HOMO-LUMO gap (alpha / beta): 6.02 / 6.75 eV

The geometry in ORCA input format:
```
! wB97M-V def2-TZVPD RIJCOSX def2/J DEFGRID3
* xyz 2 1
C 1.1699 -1.1161 1.1065
C 1.1187 0.5920 -0.5978
C -1.0237 -1.0095 -0.2097
C -1.2063 1.4370 -0.3382
N 1.8890 -0.3783 0.1063
N -1.6776 0.1265 -0.7460
N -0.2088 -0.7954 1.0738
N 0.1321 1.2614 0.1229
H 1.3581 -2.1347 0.8152
H 1.4516 -0.6520 2.0905
H 1.8983 1.4084 -1.0344
H 0.7368 0.2159 -1.5132
H -1.9079 -1.7207 0.1033
H -0.1858 -1.3732 -0.9662
H -1.2571 2.1498 -1.1362
H -1.9272 1.9607 0.2625
H 2.4154 -0.9063 -0.5662
H -2.4715 0.1101 -1.3821
H -0.8558 -0.7798 1.8355
H 0.5516 1.6042 0.9734
*
```


Which one is most stable, and which one is least stable? one is the most stable of them, while two is the least stable.


one.
Density functional theory data (ωB97M-V with the def2-TZVPD basis set) for the ion C9H11N2 with charge +1.

Computed properties:
* HOMO-LUMO gap (alpha / beta): 5.91 / 5.90 eV

The geometry in ORCA input format:
```
! wB97M-V def2-TZVPD RIJCOSX def2/J DEFGRID3
* xyz 1 1
C -1.4999 2.5358 -1.8577
C -1.0760 1.8105 -3.0422
C -1.3803 1.9476 -0.6344
C -0.2695 0.6274 -2.9074
C -0.1659 0.2903 0.7126
C -0.5665 0.8078 -0.4833
C -0.0069 0.2464 -1.6418
C -0.2629 -2.0068 0.9885
C 1.8578 -0.8363 1.4537
N 1.1200 -1.1837 -0.7038
N 0.6436 -0.8934 0.5845
H -2.1045 3.3834 -1.9223
H -1.2085 2.1566 -4.1057
H -1.6160 2.4361 0.3414
H 0.0383 0.1594 -3.8739
H -0.4562 0.5875 1.6470
H 0.5174 -2.8252 1.3364
H -0.7170 -1.5613 1.8610
H -0.8485 -2.4163 0.1266
H 2.2104 0.2453 1.7371
H 1.7432 -1.4597 2.3271
H 2.6897 -1.3530 0.9219
*
```


two.
Density functional theory data (ωB97M-V with the def2-TZVPD basis set) for the ion C9H11N2 with charge +1.

Computed properties:
* HOMO-LUMO gap: 8.17 eV
* structure (SMILES): Cc1cccccc[nH+]cn1

The geometry in ORCA input format:
```
! wB97M-V def2-TZVPD RIJCOSX def2/J DEFGRID3
* xyz 1 1
C -1.4582 1.5757 -0.8974
C -0.9543 1.8682 0.3660
C -0.5159 0.9870 -1.8690
C 0.4055 1.6254 0.7375
C -0.9149 -0.9793 1.4453
C 0.3587 -1.1254 -0.6519
C 0.2496 -0.1012 -1.6785
C 0.7499 0.7147 1.6355
C 1.3467 -2.2603 -0.7159
N -0.5541 -1.1717 0.2327
N -0.2169 -0.1078 2.1680
H -2.4398 1.9017 -1.3542
H -1.6459 2.2454 1.1257
H -0.4706 1.4774 -2.7633
H 1.1026 2.3312 0.1661
H -1.8988 -1.3582 1.8525
H 0.7750 -0.3391 -2.6042
H 1.7753 0.3752 1.8557
H 2.0376 -2.2361 0.1082
H 1.8422 -2.2523 -1.6619
H 0.8767 -3.1555 -0.5850
H -0.4505 -0.0150 3.0880
*
```


Which one is most stable, and which one is least stable? two is the most stable of them, while one is the least stable.


one.
Density functional theory data (ωB97M-V with the def2-TZVPD basis set) for a cluster of 2 separate species, C4H9NO2 in total.

Computed properties:
* HOMO-LUMO gap (alpha / beta): 10.57 / 7.23 eV

The geometry in ORCA input format:
```
! wB97M-V def2-TZVPD RIJCOSX def2/J DEFGRID3
* xyz 1 2
C -2.0294 0.0145 -1.7945
N -1.9159 -1.3136 -1.8634
O -1.7220 0.6994 -0.8194
H -2.4477 0.4780 -2.6901
H -1.4564 -1.8193 -1.1246
H -2.2919 -1.8323 -2.6393
C 2.3132 -0.3410 2.7314
C 1.2925 0.0790 1.7712
C 1.5812 0.2075 0.4043
O 0.8137 0.8298 -0.4091
H 2.2011 -1.3934 3.0281
H 3.3252 -0.2085 2.3497
H 2.2184 0.2371 3.6541
H 0.2628 0.2147 2.0918
H 2.5140 -0.1503 -0.0267
H -0.1702 0.5933 -0.3132
*
```


two.
Density functional theory data (ωB97M-V with the def2-TZVPD basis set) for the ion C4H9NO2 with charge +1.

Computed properties:
* HOMO-LUMO gap (alpha / beta): 10.66 / 5.47 eV

The geometry in ORCA input format:
```
! wB97M-V def2-TZVPD RIJCOSX def2/J DEFGRID3
* xyz 1 2
C -0.3492 0.4378 0.3770
C -1.7138 -0.2188 0.2653
C -1.9685 -1.1220 1.4227
O -1.6202 -0.7915 2.5326
N 0.4399 0.2876 -0.8697
C 1.8704 0.5692 -0.8116
O 2.5368 0.4838 -2.0149
H -0.4420 1.5036 0.6154
H 0.2465 -0.0327 1.1554
H -1.7005 -0.8826 -0.6361
H -2.6253 0.3114 0.0122
H -2.5306 -2.0755 1.3806
H 0.2465 -0.6805 -1.1573
H 2.0131 1.5970 -0.4493
H 2.1515 -0.1299 -0.0061
H 3.4455 0.7430 -1.8162
*
```


Which one is most stable, and which one is least stable? one is the most stable of them, while two is the least stable.